No. 1
C45H83N7O2S | ωB97M-V/def2-TZVPD

Geometry as XYZ:
```
138
Properties=species:S:1:pos:R:3
H -9.7529 -2.8081 -3.5565
H -10.7093 0.3121 -1.4504
H 8.5656 -0.7265 4.3837
H -6.9888 -0.9527 0.9459
C -0.3266 0.7735 3.0273
C -9.6682 -1.4370 -0.7164
C -5.4051 0.4331 -4.2563
H -2.5952 2.3799 -0.4207
C 2.4442 1.8261 -2.8720
H -9.1519 0.0580 -2.2260
C 10.5013 2.6210 3.5325
H -6.1785 -0.3126 -4.0556
H 7.5057 0.4544 3.6346
C -6.9656 -0.5185 -0.0554
H 9.5271 3.3727 1.2186
H -3.8985 4.3582 -2.5184
H 9.7547 2.9174 4.2874
H 8.1721 -4.8739 2.6533
N 7.2788 -3.8333 1.1205
H 3.4078 -0.0276 -4.9180
H 7.7418 -2.6363 2.7355
H 5.4420 -3.7736 3.2309
C -4.9339 1.7671 3.8637
C -3.9157 2.7211 1.8155
N -8.4970 -2.2767 -0.8924
C 5.0683 -4.4649 -0.0088
H 4.3743 -3.7045 0.3451
C 8.5225 0.2910 3.9892
H 1.8104 0.8321 -1.0817
H -10.5179 -2.0952 -0.5197
C -3.5994 1.8875 4.4684
H 9.2022 -0.0608 1.9689
C -8.6584 -3.4285 -1.7614
H -6.4480 -2.3277 -1.0681
H 5.1272 0.8523 0.4719
C -1.3337 1.0108 3.9591
H 5.5991 -2.0554 3.5625
H -9.5348 -3.9869 -1.4220
C 6.5048 -3.9283 -0.1045
H 1.2325 0.0716 -2.5297
H -7.5910 2.3559 -5.6696
H -6.5806 3.6709 -5.0659
H -3.6905 2.0500 -3.2681
C 2.1158 0.5441 -2.0916
H -6.2332 0.7319 -6.2625
N -5.6906 1.6069 -3.4486
H -1.1093 1.7382 -0.6620
H 8.2871 -7.0578 1.5658
C -5.0973 2.2045 2.5377
H 12.0907 2.6640 4.9758
H 4.7538 -2.5828 2.1203
C -1.6030 1.8727 1.2666
H -4.6332 1.4474 -6.0396
H -1.2398 0.6963 4.9806
H -4.4736 0.0013 -3.8748
H 8.7070 0.9700 4.8224
C 9.5579 0.4529 2.8657
C 6.9344 -2.7322 2.0024
H -4.8119 -0.2939 -6.2013
H -7.6898 0.2962 -0.0962
C -7.0339 2.1486 -3.5577
C 4.0710 -0.6801 -4.3523
H 1.7305 2.6102 -2.6112
H -8.0152 -2.4974 -3.6396
C -10.0329 -0.4531 -1.8372
C 4.1565 0.6074 0.0381
C 4.3687 -0.0379 -1.3229
H 3.6394 -0.0681 0.7221
H -5.8809 0.9061 5.5934
S -9.3037 -1.8825 3.6861
H -5.9794 -0.0786 -0.2143
H -7.2169 2.7648 -2.6744
C 7.6834 3.0047 2.2533
H 7.0581 -4.5530 -0.8088
H -4.8516 3.3294 -1.4506
C 8.9973 2.5094 1.6328
H 3.5893 1.5369 -0.0240
H 7.2109 3.7230 1.5802
H 2.4102 -1.7132 -3.4492
H 6.4827 -2.9396 -0.5705
C -5.2682 0.6020 -5.7754
O -4.0052 3.5633 0.9708
C -2.6366 2.0962 2.1984
C 7.4864 -5.0827 1.8279
N -1.6539 2.3368 -0.0537
N 9.9408 1.7981 2.4768
N 3.1438 -0.4714 -1.9660
C -8.7734 -3.1908 -3.2738
H 6.5637 -5.4747 2.2859
C -4.7738 3.7101 -2.4696
H 3.4402 2.2024 -2.6370
C -0.4578 1.1984 1.7078
C -4.6201 2.5859 -3.4829
H 4.9908 -5.3301 0.6505
H 4.9568 -0.1101 -4.0723
H 3.9649 -2.1614 -2.8034
H 7.8427 3.5091 3.2062
H 6.9710 2.1956 2.4091
H 9.0450 -5.8412 0.5312
N -8.3527 0.5176 4.6466
H 0.5673 0.2556 3.3303
H 0.3350 1.0119 1.0056
H 4.9965 -0.9224 -1.1801
H -8.3802 1.4823 2.1610
H 10.4630 -0.0846 3.1560
O -3.4408 2.1429 5.6208
C -7.2422 -1.5770 -1.1073
C 3.3733 -1.3022 -3.1353
H -7.8027 -4.0868 -1.5821
H 4.3952 -1.4726 -5.0293
H -8.6329 -4.1352 -3.8030
C 8.0981 -6.1712 0.9598
C 5.6036 -2.8018 2.7649
H 6.9579 -1.8023 1.4260
H -10.5394 -0.9401 -2.6690
C -7.3812 2.9791 -4.8020
C -6.0027 1.2276 4.5783
H 10.8491 3.5471 3.0674
H 12.4658 1.7116 3.5345
H -7.7341 1.3147 -3.4723
H 4.9537 0.6591 -1.9445
H -7.1733 -1.1056 -2.0993
H 11.3882 1.0670 4.7803
H 2.3816 1.6803 -3.9488
C -6.3553 2.1260 1.9273
C -7.4181 1.5754 2.6321
H -5.6467 4.3324 -2.6683
C -8.7772 -0.5240 4.2135
C -2.4859 1.6604 3.5325
C -7.2315 1.1100 3.9358
C 11.6780 1.9701 4.2429
H 8.7653 1.8694 0.7770
H -8.2754 3.5745 -4.6088
H -6.4822 2.4738 0.9214
H 4.7223 -4.7786 -0.9959
H -4.4895 3.0335 -4.4813
H 7.4374 -6.4707 0.1460
H -9.5337 -0.8672 0.2064
```

The calculation puts the gap between HOMO and LUMO at 0.27285 Eh. As for the charge: 0. As for the spin multiplicity: 1.

=====

No. 2
C45H85N3 | ωB97M-V/def2-TZVPD

Geometry as XYZ:
```
133
Properties=species:S:1:pos:R:3
H -3.6338 1.0626 4.1690
H -0.4152 -7.8788 -3.6104
C -6.7491 3.4095 6.0134
H -4.9488 3.4815 2.8210
H -0.3719 0.5753 0.6500
C 5.9554 1.2327 -1.9919
H -5.6818 5.2615 6.0289
H -6.3443 4.8158 4.4968
C 4.5136 -2.0586 1.1569
C -3.0292 -2.4799 6.1942
H -2.2881 -6.6073 -2.5751
H -1.6207 -8.8001 -2.8138
H -2.8467 -1.2705 7.9108
H -0.2788 -3.5653 1.9786
H 4.7451 -0.5395 -1.6165
H 1.3165 -2.3882 0.4177
H -5.0326 -4.8267 -4.4077
H 3.6784 1.1343 -3.9334
H 6.1041 2.0366 -2.7427
H -0.7256 -0.9312 -2.1590
C -1.4248 -6.8761 -1.9763
N -0.4403 2.4036 -0.1458
H -3.2095 1.9312 1.2864
C 3.5054 7.4461 0.1233
H 7.6091 -0.5021 -3.4065
C -0.2958 1.5924 0.9034
H -0.3714 4.2743 -0.8565
H -1.7293 -7.1218 -0.9582
H 1.8806 1.8125 -2.2060
N 4.2197 -3.8561 -0.3996
H 1.9460 4.1914 -3.4853
N -1.5852 -0.5093 4.8819
C -2.0142 -1.5586 4.1833
C 7.2797 0.5544 -1.4850
H -2.6751 0.5561 2.1002
H -3.5508 -3.2482 -2.5356
C -0.1584 4.2328 1.3024
H -2.0633 -4.8681 -3.8919
H -0.1802 1.3025 3.0226
H -2.3299 -0.2881 -2.8061
H -3.5200 -3.3432 6.7045
H -7.0884 2.5699 5.3542
C 2.2238 6.0751 -1.6244
H -1.7783 0.6245 6.6463
C 2.3720 -2.5669 0.3637
C 8.1893 -0.0056 -2.6451
H -1.0767 -3.1109 -2.8378
H -4.2867 -5.6752 -3.1230
H 3.6847 7.6714 -1.9876
H 6.0594 -3.4397 0.4243
C -0.3928 -5.7192 -1.8194
H -3.6122 -6.2656 -6.0255
H 2.9323 1.0596 -0.9411
H -3.9621 3.2798 5.6294
H 5.2241 -1.5058 1.8138
H 3.4776 2.5350 -1.7950
H 2.3520 -4.1325 -1.1949
C -0.7908 -8.1377 -2.6213
C -2.7300 -2.5846 4.8300
C -3.8945 -6.5537 -4.9773
C -1.2399 -4.0688 1.6841
C -1.7639 -1.1346 -2.4068
C 2.9060 -3.5580 -0.4197
H 2.1716 8.1941 -1.4243
H 8.8322 -0.7560 -2.2299
H -1.6744 -4.4615 2.5923
C 3.5276 0.6830 -2.9474
C 3.1781 -1.7228 1.1452
C -3.5114 1.2322 2.1054
H -2.9282 -7.0449 -4.6416
H -2.2909 -1.3576 -1.5091
C -0.1027 3.4021 2.4193
C -1.0718 -5.2468 0.6597
H 2.6954 7.4757 0.8967
H -4.3986 0.6805 1.8485
H -6.1628 2.9252 6.8081
H 5.5491 1.7212 -1.1000
C -1.7193 -2.3578 -3.3266
H -5.6662 2.3466 3.8221
H -1.6693 -1.6725 3.1025
H 5.3113 8.6127 -0.2676
H -1.9382 -3.2804 1.3024
H -2.9038 -3.4363 4.1901
H -0.0552 -3.9327 -0.8104
C -0.1734 2.0341 2.2347
C -0.8386 -4.6919 -0.7580
C 2.9404 7.4164 -1.2418
C 4.9830 -3.1721 0.4272
H 4.0456 9.6198 0.2061
H -1.2034 -2.1858 -4.2736
H 1.5861 5.6336 -0.8737
C 4.8821 0.1650 -2.4601
C 1.2131 4.9217 -3.7440
H -0.1848 5.3389 1.4561
H 3.0570 5.3608 -1.6743
H -2.7466 -4.0913 -5.3333
H 8.9411 0.6940 -3.1314
H 0.0318 3.8600 3.3998
C 4.4599 8.6053 0.4221
C -4.1123 -5.3019 -4.1421
H -1.7642 -4.2052 -1.1104
C -5.8636 4.4612 5.3634
H -4.7329 -7.2178 -5.0447
H 0.8347 7.0346 -2.9328
H 4.1309 6.5902 0.3368
H -1.9218 -5.8486 0.6327
C -3.1059 -3.0140 -3.5293
H 4.7586 8.5305 1.4681
C -1.9170 -0.3910 6.1724
C 1.5500 6.2245 -2.9948
H 2.8875 -0.8678 1.7175
C 2.9487 1.6314 -1.9024
H -7.7037 3.7762 6.4331
H 5.3026 -0.4892 -3.2318
C -3.5834 1.9051 3.4786
H 0.0543 -8.5096 -2.0242
H 0.6123 -6.1231 -1.5620
H -0.2421 -5.2439 -2.7864
H -3.8025 -2.3049 -4.1124
C -4.7151 2.9140 3.6823
H 2.3844 6.5885 -3.5597
C -2.6070 -1.3694 6.9068
H 1.0297 4.9409 -4.8156
H 7.0698 -0.3472 -0.9161
C -2.9510 -4.3454 -4.3059
H 0.2181 4.4715 -3.3861
C -0.3135 3.7146 0.0360
C -4.4918 3.8566 4.8593
H -4.0018 4.7685 4.5071
H -0.2756 -5.9829 0.9836
H 7.8838 1.2620 -0.8800
H -2.6451 2.4460 3.7989
H 2.8753 -0.2126 -3.1000
```

Its structure (SMILES) is c1ccncc1.c1ccncc1.c1ccncc1.CCCCCC.CCCCCC.CCCCCC.CCCCCC.CCCCCC. The calculation puts the gap between HOMO and LUMO at 0.37265 Eh. As for the charge: 0. As for the spin multiplicity: 1.

=====

No. 3
C45H89Br2ClINO15PS2 | ωB97M-V/def2-TZVPD

Geometry as XYZ:
```
157
Properties=species:S:1:pos:R:3
H -6.3913 4.9521 0.6440
H -10.8653 8.7516 1.0600
H -10.4092 4.6880 0.8366
H -1.4370 9.1497 -3.7899
C 7.5322 -0.1512 -0.7216
H 0.4410 -10.7922 1.3153
O 3.6295 -0.0242 1.9832
H -5.1727 5.8854 -0.9757
C 5.0574 -0.0409 -0.0048
H -5.6840 7.5484 0.8583
H -0.1342 -13.2822 4.5090
H 5.3511 -2.0861 0.0917
C -4.9374 7.7494 0.0892
H 6.0272 -4.1976 -7.0812
C 1.8312 -3.9055 -8.4548
C -2.6573 -2.3462 2.3869
H 0.8321 3.1469 0.4440
H -1.7724 11.9514 -4.3591
H -0.0198 3.1857 2.8952
C 3.7090 -6.1906 1.3031
H 7.2138 -2.2937 -0.6157
Cl 3.1534 -8.1460 3.5160
C 1.3248 -2.3453 -1.3685
C -0.6158 2.9375 2.0177
C 3.2358 -3.2694 0.5005
H -2.7090 2.3802 0.7704
H -0.4586 11.1287 -3.5206
C 6.3339 0.4458 -0.6548
C 0.3103 -13.1340 3.5241
C -9.5612 6.4304 1.7854
H 4.6725 -6.6955 1.3351
H -2.7654 8.1697 -3.1990
H -11.2322 5.1863 2.3241
H -4.1441 8.3496 0.5386
H -4.7195 6.0874 2.1854
H 0.7292 -3.2940 1.9968
O -1.6874 -11.9342 2.7236
C 1.5772 -3.4808 -2.3518
H -0.0757 -1.4237 4.0532
C -0.4262 -10.1733 1.5490
C -1.2861 8.5944 -1.7047
O 2.4592 -1.5422 -1.0117
C 3.1998 -1.8014 0.1454
C -0.7729 -12.9840 2.4692
O 2.8910 -3.1320 -6.3668
Br 6.1029 2.1351 -1.5002
H -10.5846 9.5322 -0.4929
H -1.8243 11.2161 -1.3803
C 2.3512 -2.7466 -7.6238
H 4.2282 -5.2255 3.1634
Br 8.9928 0.6600 -1.5612
S 2.4980 -7.4155 1.7469
H 4.2552 0.5546 -0.4385
H 2.2203 -3.1830 -3.1733
H -3.0989 12.0430 -2.2541
C 4.2023 -3.7149 1.6171
H -10.2974 7.0790 -0.7639
H 0.7699 -2.7298 -0.5180
H 4.2486 -4.2025 -5.3610
C 7.8463 -1.5193 -0.1820
C 5.8359 -0.7432 2.2915
H 5.5280 -2.5374 -6.7108
C -10.1101 8.9527 0.2993
H -1.1024 -10.2139 0.6937
S 4.9279 2.0206 3.9894
C 2.6446 -0.8015 1.2631
C 3.6710 -5.0043 2.2565
H -1.0867 3.8634 1.6897
C -2.0961 8.9876 -2.9289
H 0.7863 0.9836 2.5179
H 4.9977 -3.3113 -8.2000
H 5.1380 3.5381 0.8038
H -9.8884 7.2750 2.4023
H 0.9559 -12.2559 3.5773
C -10.7418 5.5475 1.4199
H 7.4144 1.6055 2.5055
H 3.4389 -5.9577 0.2764
C 1.9211 -1.5384 2.4109
H -9.3294 9.5622 0.7565
O 1.2507 -6.7411 1.9394
H 2.1892 1.9423 1.8979
H 1.7633 -0.7632 3.1559
H 1.0751 -4.4640 -7.9018
C -4.3777 6.4664 -0.4954
H 5.1663 -3.9619 1.1600
C 5.2039 -3.4857 -7.1444
H -1.5054 -3.7409 1.1984
H 1.9172 -4.3955 -1.8719
H 4.3616 -2.9760 2.3915
H 0.9395 -13.9940 3.2935
O 2.5312 -8.4715 0.7901
C 1.6850 0.2529 0.6635
H -8.7873 7.9269 -1.0400
H -1.9479 8.3997 -0.8594
C -1.2930 11.8189 -3.3885
H -11.4869 6.0825 0.8298
C 3.9889 -4.0243 -6.4078
H 1.5301 -2.0704 -7.3878
H -0.0785 -9.1483 1.6688
H 7.8534 -1.5568 0.8982
H 2.6336 -4.8324 2.5470
H 0.6446 -1.6569 -1.8676
C 0.5785 -2.2206 2.1215
H 0.7928 -0.1976 0.2418
C 6.4858 -1.4435 2.9927
H -5.3581 3.5206 0.6346
C -5.6505 4.3939 1.2192
H -6.1328 4.0488 2.1336
H -0.3184 1.7756 0.2788
O -3.6785 5.6641 0.4415
H 8.8510 -1.7902 -0.4968
O 4.5442 2.8924 1.2221
H 3.6864 -4.9923 -6.8204
H -1.3772 -13.8903 2.4393
P 5.3831 1.8890 2.1259
O -3.7714 -1.9336 2.3430
O -1.6679 -1.5142 2.8158
O -1.5807 1.9860 2.4732
O 6.9329 2.1504 1.8624
N 4.6575 -1.4587 -0.3212
H -8.8541 5.8591 2.3875
H -0.3264 -12.8712 1.4745
O -8.8165 6.8896 0.6720
H 7.0624 -2.1131 3.5911
H -0.7089 7.6919 -1.9099
H 0.6071 -3.7152 -2.7899
H -1.9824 -9.9774 3.0126
I 4.8975 -1.7908 -2.4155
H 3.5247 -3.7998 -0.4090
H -1.9508 -4.3210 2.7773
H -0.5854 9.3751 -1.4059
H 2.6235 -4.6014 -8.7331
C -2.7501 2.0262 1.8102
C 1.3057 1.3689 1.6449
C -0.4441 -2.0865 3.2743
H -0.6182 -3.0512 3.7440
C -4.4326 5.2320 1.5643
H 2.1749 0.7649 -0.1687
O -2.9372 10.1064 -2.7301
C -1.1368 -10.6349 2.8099
C -2.3113 -3.7382 1.9275
C -9.5200 7.6753 -0.2728
H -3.6554 6.7109 -1.2756
C -2.2959 11.3148 -2.3649
O -3.7725 1.6959 2.3028
H 2.2432 -3.6399 0.7336
H -3.2111 -4.2165 1.5681
H -0.8829 12.7772 -3.0689
H 0.0554 -1.8711 1.2386
H -0.4676 -10.5596 3.6760
H 2.5824 -2.2502 2.8965
H -5.4160 8.3394 -0.6926
H -3.7399 4.6352 2.1598
C 0.3153 2.3435 0.9618
H 3.0849 -2.1637 -8.1907
H 1.3828 -3.5314 -9.3746
C 4.9309 0.1324 1.5355
```

The calculation puts the gap between HOMO and LUMO at 0.20482 Eh. As for the charge: +1. As for the spin multiplicity: 1.